No. 1
Molecular formula: C45H67BN10O
Method: DFT, the ωB97M-V functional and the def2-TZVPD basis

The relative energy (zero: lowest compared OMol25 entry of this formula, charge and spin) is 98.3 kcal per mole. The HOMO-LUMO gap comes out at 2.84 eV. The value obtained for the HOMO energy is -7.2 eV. For the electronic energy, the calculation gives -2401.4222 a.u. The LUMO energy is -4.36 eV. The strongest force on any atom comes out at 16.8 eV Å⁻¹.

Cartesian coordinates (Å):
C 0.0117 2.5945 -3.6094
C -1.5603 2.8205 -3.2784
C -2.3663 1.4515 -3.3434
C -3.7743 1.6155 -2.8254
C -3.7173 1.8885 -1.3334
C -2.9683 3.2255 -1.1474
N -1.6293 3.2245 -1.8264
O -0.8543 4.2325 -1.5034
C -2.7503 3.3695 0.4796
C -3.8683 4.5045 -1.4924
C -2.0293 3.8875 -4.1804
H 0.2167 1.8385 -2.7324
H 0.7847 3.3965 -3.6944
H -0.3183 1.9855 -4.4864
H -1.8633 0.7895 -2.5864
H -2.5573 1.2095 -4.4434
H -4.2513 0.7785 -2.9034
H -4.4953 2.2035 -3.4094
H -3.0353 1.1545 -0.7564
H -4.7753 1.8815 -0.9294
H -2.3373 4.2835 0.7376
H -2.1603 2.5295 0.7506
H -3.6963 3.2415 0.9376
H -3.1583 5.3185 -1.3854
H -4.7373 4.5605 -0.7114
H -4.2843 4.7235 -2.5614
H -3.0653 4.1935 -4.3244
H -1.8513 3.5805 -5.3834
H -1.4553 4.8085 -4.1864
B 0.0447 0.1215 0.1296
H 0.4477 -0.5855 -0.8944
H -0.1243 1.3975 -0.1254
H -0.9633 -0.2975 0.6556
H 0.8437 0.0355 1.0716
N 6.3357 -0.5385 1.8836
C 5.1067 -0.7905 2.4896
C 4.1117 -1.0865 1.3866
C 4.8227 -0.7225 0.0826
C 6.2337 -0.3385 0.5536
H 7.1447 -0.3115 2.3576
H 4.9687 -1.1075 3.4826
H 3.0747 -1.3425 1.3166
H 4.3947 -0.7075 -0.8084
H 6.9077 0.1555 -0.2594
N 3.6037 -4.2585 -0.4974
C 2.5967 -3.3125 -0.9834
C 1.7867 -3.9155 -2.0884
C 2.2847 -5.3045 -2.2014
C 3.5447 -5.4415 -1.2304
H 4.2737 -3.7725 0.1316
H 2.4177 -2.4035 -0.3744
H 1.1777 -3.5415 -2.7024
H 2.0287 -5.7425 -2.9334
H 4.3627 -6.2405 -1.1544
N -5.1273 -1.0745 -0.0544
C -6.4613 -0.5585 0.0246
C -6.5253 0.3745 1.2166
C -5.1483 0.2215 1.9696
C -4.3783 -0.7765 1.0956
H -4.7183 -1.5595 -0.7874
H -7.2053 -0.8385 -0.7714
H -7.2733 0.9885 1.5916
H -4.6783 0.5845 2.7776
H -3.4883 -1.1115 1.3156
N -0.6523 -3.1625 1.0496
C -0.1333 -4.4345 0.9916
C -0.8743 -5.2025 1.9756
C -1.8103 -4.2075 2.7256
C -1.5123 -2.8965 2.1166
H -0.5343 -2.3715 0.3916
H 0.3697 -4.6115 0.0536
H -0.4743 -6.1785 2.3616
H -2.5243 -4.2925 3.4436
H -1.7093 -1.7005 2.4286
N 2.4847 2.8505 0.9276
C 3.8987 3.0615 0.9016
C 4.2117 4.4575 1.2276
C 2.8887 5.2125 1.4326
C 1.8287 4.1535 1.0416
H 2.1307 2.0025 0.6436
H 4.5057 2.2145 0.7726
H 5.2387 4.9735 1.4126
H 2.8987 6.2085 1.7296
H 0.7847 4.3245 1.0126
N 1.7387 -2.3855 2.9926
C 2.2777 -1.3175 3.6876
C 3.2997 -1.9115 4.6546
C 3.2757 -3.5045 4.4626
C 2.3657 -3.6895 3.2126
H 0.9047 -2.3475 2.2086
H 2.0457 -0.2695 3.5246
H 4.0207 -1.4535 5.2286
H 3.9337 -4.1935 5.0036
H 2.1547 -4.5105 2.5896
N -3.1423 -3.3455 -0.7854
C -4.2573 -4.0895 -1.0904
C -4.8553 -3.5195 -2.4184
C -3.8883 -2.3215 -2.7464
C -2.8063 -2.3865 -1.7354
H -2.5113 -3.7785 -0.0194
H -4.4663 -4.8295 -0.5624
H -5.7493 -4.1445 -2.8184
H -4.0633 -1.5675 -3.5624
H -1.7843 -1.6785 -1.5824
N 4.0987 2.7425 -2.8074
C 3.6957 1.4135 -2.6074
C 4.8047 0.4435 -3.1154
C 5.8407 1.3765 -3.7124
C 5.2277 2.8085 -3.5164
H 3.5237 3.7505 -2.4944
H 2.5877 1.1295 -2.0794
H 4.8197 -0.6095 -3.1734
H 6.6957 0.9715 -4.2214
H 5.4547 3.7935 -4.0584
N 0.0447 1.1735 4.4276
C -0.8833 0.4965 5.2136
C -2.1433 0.3095 4.5516
C -1.7663 0.7235 3.1696
C -0.4233 1.3425 3.2076
H 0.9107 1.2945 4.9066
H -0.5693 0.1555 6.1646
H -3.0393 -0.2915 5.0706
H -2.3593 0.6275 2.2796
H 0.0917 1.6985 2.3776

Atomic partial charges in e from the Löwdin method, atoms 1 to 99:
1. C 0.01
2. C -0.48
3. C -0.09
4. C -0.21
5. C -0.12
6. C -0.38
7. N 0.08
8. O 0.15
9. C 0.02
10. C 0.00
11. C -0.06
12. H 0.09
13. H 0.10
14. H 0.09
15. H 0.13
16. H 0.16
17. H 0.03
18. H 0.14
19. H 0.14
20. H 0.14
21. H 0.06
22. H 0.04
23. H 0.08
24. H 0.07
25. H 0.13
26. H 0.10
27. H 0.07
28. H 0.18
29. H 0.09
30. B -0.48
31. H -0.02
32. H -0.02
33. H -0.07
34. H -0.04
35. N -0.02
36. C -0.07
37. C -0.05
38. C -0.05
39. C -0.13
40. H 0.11
41. H 0.03
42. H 0.02
43. H -0.03
44. H 0.13
45. N -0.01
46. C -0.10
47. C -0.05
48. C -0.01
49. C -0.07
50. H 0.14
51. H 0.07
52. H 0.00
53. H -0.06
54. H 0.11
55. N 0.01
56. C -0.09
57. C -0.05
58. C -0.01
59. C -0.08
60. H 0.01
61. H 0.10
62. H 0.02
63. H 0.00
64. H -0.01
65. N -0.10
66. C -0.15
67. C -0.06
68. C -0.03
69. C -0.13
70. H 0.08
71. H 0.08
72. H 0.09
73. H 0.03
74. H 0.15
75. N 0.03
76. C -0.11
77. C -0.10
78. C -0.05
79. C -0.08
80. H 0.04
81. H 0.06
82. H 0.10
83. H 0.03
84. H 0.04
85. N -0.04
86. C -0.15
87. C -0.09
88. C -0.02
89. C -0.07
90. H 0.16
91. H 0.08
92. H 0.02
93. H 0.05
94. H 0.05
95. N -0.03
96. C -0.07
97. C -0.03
98. C -0.11
99. C -0.15


No. 2
Molecular formula: C2H6N2
Method: DFT, the ωB97M-V functional and the def2-TZVPD basis

The relative energy (zero: lowest compared OMol25 entry of this formula, charge and spin) is 26.1 kcal per mole. As for the total charge: -1. The HOMO-LUMO gap (alpha / beta) comes out at 3.75 / 7.78 eV. The value obtained for the HOMO energy (alpha / beta) is 1.1 / -3.1 eV. For the electronic energy, the calculation gives -189.2031 a.u. The LUMO energy (alpha / beta) is 4.85 / 4.69 eV. The strongest force on any atom comes out at 3.2 eV Å⁻¹. The spin multiplicity is 2.

Cartesian coordinates (Å):
C 0.5381 0.9268 -0.8349
N 0.0824 0.2647 0.3173
C -0.5996 -0.9105 0.2691
N -0.8225 -1.5392 1.3718
H 1.0099 0.2075 -1.5422
H -0.3175 1.2576 -1.4430
H 1.2458 1.7529 -0.7686
H 0.1278 0.5465 1.3439
H -1.3719 -0.8229 -0.5277
H 0.1075 -1.6834 1.8143

The net atomic charges from Löwdin, expressed in e, are:
1. C -0.32
2. N -0.19
3. C -0.62
4. N -0.10
5. H 0.04
6. H 0.05
7. H 0.04
8. H 0.07
9. H 0.07
10. H -0.02


No. 3
Molecular formula: C2H2N4O
Method: DFT, the ωB97M-V functional and the def2-TZVPD basis

The relative energy (zero: lowest compared OMol25 entry of this formula, charge and spin) is 34.8 kcal per mole. The HOMO-LUMO gap comes out at 9.21 eV. The value obtained for the HOMO energy is -9.9 eV. For the electronic energy, the calculation gives -371.5650 a.u. The LUMO energy is -0.71 eV. The strongest force on any atom comes out at 5.9 eV Å⁻¹.

Cartesian coordinates (Å):
O 2.3728 -0.2523 -0.1838
C 1.1232 -0.2744 0.0179
C 0.4025 0.9907 0.1469
N -0.8427 0.9253 -0.0974
N -1.3356 -0.2432 -0.1179
N -0.8166 -1.4407 0.0442
N 0.4927 -1.5027 0.0964
H 0.8776 1.9977 0.4130
H -2.2739 -0.2004 -0.3193

The net atomic charges from Löwdin, expressed in e, are:
1. O 0.01
2. C -0.46
3. C -0.03
4. N 0.07
5. N -0.07
6. N 0.08
7. N 0.12
8. H 0.16
9. H 0.12


No. 4
Molecular formula: C24H96F4MnN2O32S4
Method: DFT, the ωB97M-V functional and the def2-TZVPD basis

The HOMO-LUMO gap (alpha / beta) comes out at 9.41 / 9.41 eV. The value obtained for the HOMO energy (alpha / beta) is -9.5 / -9.5 eV. For the electronic energy, the calculation gives -6632.0628 a.u. The LUMO energy (alpha / beta) is -0.14 / -0.14 eV. The strongest force on any atom comes out at 8.7 eV Å⁻¹. The spin multiplicity is 6.

Cartesian coordinates (Å):
Mn 2.7107 1.7214 1.3620
N 4.8194 1.2440 2.1369
S 4.9414 -0.4515 2.3356
O 5.2269 -0.8261 3.7049
O 5.5907 -1.2775 1.3551
F 3.4441 -0.7328 2.0331
S 5.9295 2.1450 2.5898
O 7.2220 1.8477 2.0113
O 6.0033 2.5372 3.9872
F 5.5512 3.4568 1.9414
N 1.0124 0.4821 0.3867
S -0.5790 1.1632 0.4656
O -1.6437 0.2574 0.7416
O -0.9296 2.1663 -0.4935
F -0.4869 2.0295 1.6850
S 1.2089 -0.7518 -0.4955
O 0.6434 -0.6049 -1.8069
O 1.0948 -2.0402 0.0967
F 2.6890 -0.7565 -0.7836
C -1.8836 -3.3283 -2.6369
O -1.7668 -2.7575 -3.9626
H -1.1480 -2.7796 -2.0536
H -2.9190 -3.2214 -2.2664
H -1.5958 -4.3739 -2.7440
H -2.6076 -2.8912 -4.4292
C 6.2769 0.3886 -4.4897
O 6.7877 0.9501 -3.2917
H 6.8898 0.5791 -5.3931
H 6.2189 -0.6929 -4.4582
H 5.3099 0.8539 -4.6697
H 7.7278 0.7700 -3.2252
C 0.5372 -6.4818 -1.3070
O 1.4554 -6.8321 -2.3053
H 0.5919 -5.4237 -1.0198
H -0.4827 -6.6320 -1.6484
H 0.7680 -7.1495 -0.4661
H 1.3579 -6.1763 -3.0201
C 1.2541 4.6459 1.4893
O 2.4688 3.8582 1.7079
H 1.4465 5.7183 1.4340
H 0.7917 4.3399 0.5407
H 0.4939 4.4612 2.2616
H 2.9049 4.2302 2.4828
C 4.4925 1.8135 -1.3266
O 3.3012 2.1552 -0.6301
H 5.2260 1.4748 -0.5989
H 4.2923 0.9703 -1.9935
H 4.8061 2.6816 -1.9088
H 2.6023 2.1667 -1.3764
C -7.3902 2.1874 0.5869
O -6.0863 1.8971 0.1280
H -7.9666 1.2666 0.6575
H -7.2472 2.6347 1.5703
H -7.9490 2.8721 -0.0571
H -5.6186 2.7510 0.0664
C 0.1398 -0.4868 -5.0672
O 1.2969 0.3751 -5.0570
H -0.7417 0.1172 -4.8623
H -0.0510 -0.9379 -6.0397
H 0.2689 -1.2929 -4.3487
H 2.0691 -0.1961 -4.9910
C 2.3978 1.6143 4.5065
O 1.8548 1.2163 3.2332
H 1.8121 1.2764 5.3596
H 3.4076 1.2255 4.5428
H 2.4352 2.7198 4.5372
H 1.5342 0.2476 3.2489
C -0.3362 -4.9413 2.3952
O -1.6106 -5.4625 2.7295
H 0.1102 -5.5330 1.6019
H -0.3304 -3.9078 2.0418
H 0.3491 -4.9931 3.2576
H -1.9690 -4.8575 3.3958
C 5.4690 -2.2296 -1.4451
O 5.4310 -3.5872 -1.9118
H 6.4937 -1.8875 -1.2413
H 5.0171 -1.6369 -2.2467
H 4.9290 -2.1692 -0.5155
H 5.9114 -4.1852 -1.3350
C -4.1101 0.4493 2.6419
O -5.3978 0.0209 2.2403
H -3.3979 -0.3654 2.7539
H -3.7168 1.1836 1.9393
H -4.2065 0.9289 3.6271
H -5.6428 0.5553 1.4790
C -0.2644 -1.5901 3.9831
O 1.0385 -1.2599 3.4959
H -0.5881 -0.7255 4.5691
H -0.9140 -1.7575 3.1202
H -0.2201 -2.4518 4.6275
H 1.4992 -2.0107 3.0703
C -3.1238 0.2664 -2.6690
O -3.5695 -0.3778 -3.8514
H -3.7892 1.1066 -2.4359
H -3.2038 -0.4120 -1.8059
H -2.0997 0.6234 -2.7440
H -2.9830 -1.1378 -3.9368
C 5.0313 -4.7090 -5.2079
O 5.2167 -3.4377 -4.6125
H 4.0714 -5.1742 -4.9541
H 5.0096 -4.5755 -6.2929
H 5.8453 -5.3963 -4.9539
H 5.1784 -3.6136 -3.6597
C 3.3224 -4.0047 1.5264
O 2.5982 -3.6516 2.7072
H 2.8811 -4.9385 1.1551
H 3.1043 -3.2092 0.7997
H 4.3950 -4.0578 1.6343
H 2.7613 -4.3102 3.4044
C -2.3378 4.5148 -4.6519
O -1.6388 5.6738 -4.1986
H -2.5289 3.8862 -3.7797
H -3.3111 4.7691 -5.0183
H -1.7743 3.8969 -5.3537
H -1.5669 6.3216 -4.9072
C 1.0358 3.3622 -3.2365
O 1.7145 2.2292 -2.6813
H 0.9680 3.2627 -4.3097
H 0.0217 3.3811 -2.8448
H 1.5573 4.2812 -2.9563
H 1.7708 1.5443 -3.3612
C 1.8715 -3.5106 -3.4438
O 1.1769 -4.5680 -4.1345
H 1.1419 -2.8865 -2.9299
H 2.4930 -4.0383 -2.7186
H 2.5541 -3.0129 -4.1545
H 0.9338 -4.2541 -5.0103
C -4.4914 -3.6566 4.4350
O -3.0814 -3.4497 4.4093
H -4.6667 -4.6666 4.0642
H -4.8229 -3.6360 5.4729
H -5.1081 -2.9535 3.8490
H -2.8790 -2.5101 4.5114
C -3.3619 3.8078 -0.4590
O -4.6783 4.2423 -0.1376
H -3.3278 2.7349 -0.2683
H -3.1196 3.9890 -1.5162
H -2.6581 4.3884 0.1528
H -4.9836 4.8687 -0.7967
C -5.2869 4.2123 3.3598
O -5.5178 3.5100 4.5761
H -6.1752 4.7988 3.1115
H -4.4844 4.9262 3.5740
H -5.0470 3.5360 2.5286
H -5.9655 2.6794 4.3469
C -2.1552 6.8589 2.8797
O -1.4191 6.1213 1.8855
H -2.2568 6.1999 3.7509
H -1.5927 7.7646 3.1207
H -3.1473 7.1256 2.5337
H -1.5651 6.5576 1.0445
C -1.9134 2.9941 4.2064
O -2.6462 3.4213 5.3436
H -0.8704 3.1842 4.4127
H -2.0612 1.9392 3.9694
H -2.1988 3.5793 3.3232
H -3.5710 3.5412 5.1084
C -4.3170 -3.4295 0.8736
O -5.1124 -4.1864 -0.0288
H -3.6795 -4.0763 1.4913
H -3.6124 -2.8193 0.3005
H -4.9536 -2.7329 1.4483
H -5.7563 -4.7072 0.4737

Atomic partial charges in e from the Löwdin method, atoms 1 to 99:
1. Mn 0.94
2. N -0.34
3. S 0.61
4. O -0.23
5. O -0.25
6. F -0.17
7. S 0.40
8. O -0.27
9. O -0.28
10. F -0.12
11. N -0.31
12. S 0.53
13. O -0.24
14. O -0.26
15. F -0.11
16. S 0.37
17. O -0.27
18. O -0.25
19. F -0.12
20. C -0.09
21. O -0.16
22. H 0.07
23. H 0.09
24. H 0.07
25. H 0.09
26. C -0.15
27. O -0.12
28. H 0.08
29. H 0.06
30. H 0.07
31. H 0.08
32. C -0.19
33. O -0.13
34. H 0.07
35. H 0.07
36. H 0.08
37. H 0.04
38. C -0.07
39. O -0.17
40. H 0.09
41. H 0.09
42. H 0.07
43. H 0.10
44. C -0.10
45. O -0.24
46. H 0.08
47. H 0.07
48. H 0.10
49. H 0.06
50. C -0.14
51. O -0.15
52. H 0.09
53. H 0.07
54. H 0.08
55. H 0.03
56. C -0.12
57. O -0.13
58. H 0.08
59. H 0.08
60. H 0.04
61. H 0.08
62. C -0.07
63. O -0.26
64. H 0.10
65. H 0.07
66. H 0.09
67. H 0.06
68. C -0.16
69. O -0.12
70. H 0.06
71. H 0.07
72. H 0.07
73. H 0.03
74. C -0.11
75. O -0.14
76. H 0.10
77. H 0.08
78. H 0.03
79. H 0.10
80. C -0.16
81. O -0.12
82. H 0.06
83. H 0.06
84. H 0.07
85. H 0.03
86. C -0.10
87. O -0.15
88. H 0.09
89. H 0.08
90. H 0.08
91. H 0.07
92. C -0.15
93. O -0.12
94. H 0.08
95. H 0.08
96. H 0.06
97. H 0.02
98. C -0.16
99. O -0.15